[1]
Computed, not measured: C18H12Cl2N5O12P2RuS as an isolated structure at a distorted geometry, with ωB97M-V with the def2-TZVPD basis set.

Positions of all 53 atoms, in Å:
Ru  10.232  11.546  10.386
Cl  13.172  7.404  10.079
Cl  8.371  4.970  10.104
S  15.666  7.792  6.042
P  8.852  14.078  11.406
P  11.852  14.291  11.024
O  8.871  12.948  10.314
O  16.551  6.675  6.346
O  12.384  15.399  10.208
O  11.890  12.832  10.496
O  8.552  13.359  12.820
O  14.353  7.271  5.662
O  7.932  15.191  11.185
O  10.319  14.619  11.516
O  16.213  8.848  5.193
O  10.154  10.950  12.295
O  11.532  9.879  10.317
O  12.684  14.153  12.413
N  14.618  11.698  10.385
N  8.918  10.132  10.034
N  13.284  12.261  15.373
N  8.807  11.204  15.335
N  11.300  11.069  12.982
C  11.157  11.410  14.239
C  14.811  10.748  9.449
C  16.144  8.910  8.560
C  10.891  8.779  10.134
C  7.593  10.317  9.840
C  15.886  9.828  9.575
C  14.013  10.752  8.273
C  8.594  7.715  10.125
C  7.204  7.934  10.058
C  11.485  7.482  10.063
C  9.275  6.435  10.088
C  14.313  9.867  7.278
C  9.904  11.338  14.912
C  9.429  8.870  10.119
C  6.732  9.229  9.868
C  12.326  11.823  14.880
C  15.292  8.856  7.447
C  10.663  6.359  10.082
H  13.189  11.453  8.248
H  7.229  11.320  9.608
H  6.536  7.081  10.185
H  16.886  8.125  8.648
H  13.706  12.154  10.477
H  5.666  9.409  9.873
H  11.120  5.380  10.001
H  12.833  15.061  12.823
H  9.012  12.494  12.920
H  15.189  11.643  11.234
H  13.852  9.900  6.297
H  16.401  9.701  10.520

Summary:
HOMO (spin up / spin down) in eV: -6.300 / -6.346
Total charge: -1
<S²>: 6.049
Frontier orbital gap (spin up / spin down) in eV: 6.91 / 5.15
Spin multiplicity: 5
Energy relative to the best compared isomer or geometry (same formula, charge and spin) in kJ/mol: 0.0

Atomic charges from the Löwdin analysis, expressed in e, are listed below: number 1, Ru, carries 1.5304; number 2, Cl, carries 0.7946; number 3, Cl, carries 0.6856; number 4, S, carries 0.4138; number 5, P, carries 0.2014; number 6, P, carries 0.2673; number 7, O, carries -0.4475; number 8, O, carries -0.3420; number 9, O, carries -0.2701; number 10, O, carries -0.4505; number 11, O, carries -0.1327; number 12, O, carries -0.3501; number 13, O, carries -0.2516; number 14, O, carries -0.2464; number 15, O, carries -0.3138; number 16, O, carries -0.3346; number 17, O, carries -0.1968; number 18, O, carries -0.1634; number 19, N, carries 0.2389; number 20, N, carries -0.0780; number 21, N, carries 0.1697; number 22, N, carries 0.1889; number 23, N, carries 0.0589; number 24, C, carries -0.3173; number 25, C, carries -0.2717; number 26, C, carries -0.0326; number 27, C, carries -0.3648; number 28, C, carries -0.0635; number 29, C, carries 0.0060; number 30, C, carries 0.0135; number 31, C, carries -0.1554; number 32, C, carries 0.0081; number 33, C, carries -0.6101; number 34, C, carries -0.6160; number 35, C, carries -0.0204; number 36, C, carries -0.1550; number 37, C, carries -0.1243; number 38, C, carries -0.0344; number 39, C, carries -0.1873; number 40, C, carries -0.2125; number 41, C, carries -0.1181; number 42, H, carries 0.1193; number 43, H, carries 0.1216; number 44, H, carries 0.1042; number 45, H, carries 0.1199; number 46, H, carries 0.0748; number 47, H, carries 0.1102; number 48, H, carries 0.1086; number 49, H, carries 0.1195; number 50, H, carries 0.0192; number 51, H, carries 0.1406; number 52, H, carries 0.1276; number 53, H, carries 0.1184



[2]
Computed, not measured: C18H12ClNO7P2Tl as an isolated structure at a distorted geometry, with ωB97M-V with the def2-TZVPD basis set.

Positions of all 42 atoms, in Å:
Tl  -7.069  1.131  -2.090
Cl  4.024  0.420  1.650
P  5.063  2.054  -1.335
P  3.655  3.381  -0.318
O  4.540  0.582  -1.574
O  6.487  1.963  -0.286
O  -1.413  -0.379  1.336
O  5.653  2.678  -2.869
O  1.071  -0.026  3.265
O  -0.240  -1.229  -0.617
O  0.492  4.311  0.289
N  -4.749  2.663  -2.384
C  0.998  0.540  2.053
C  -0.959  -5.184  2.946
C  -1.970  2.159  -0.572
C  -3.020  1.008  -1.126
C  2.216  2.439  0.511
C  -0.647  -6.327  1.795
C  -3.813  3.738  -1.948
C  -0.619  1.891  0.311
C  2.366  1.198  1.365
C  -0.817  -3.083  1.066
C  -2.450  3.687  -1.058
C  -0.401  0.679  1.199
C  -4.379  1.275  -1.987
C  -1.049  -3.558  2.649
C  -0.544  -4.220  -0.130
C  0.645  2.986  0.345
C  -0.449  -5.831  0.229
C  -0.837  -1.522  0.569
H  -2.769  -0.128  -0.878
H  -1.278  -2.741  3.485
H  6.486  1.024  0.103
H  3.078  4.214  -1.381
H  6.068  1.885  -3.363
H  -0.579  -7.484  2.074
H  -4.113  4.836  -2.314
H  -5.069  0.352  -2.295
H  -0.411  -3.906  -1.274
H  -1.108  -5.569  4.043
H  -0.238  -6.573  -0.679
H  -1.850  4.667  -0.804

Summary:
HOMO in eV: -16.106
Total charge: +3
Frontier orbital gap in eV: 1.90
Spin multiplicity: 1

Atomic charges from the Löwdin analysis, expressed in e, are listed below: number 1, Tl, carries 1.1104; number 2, Cl, carries 0.7485; number 3, P, carries 0.5300; number 4, P, carries 1.0402; number 5, O, carries -0.3567; number 6, O, carries -0.2361; number 7, O, carries -0.0096; number 8, O, carries -0.2020; number 9, O, carries 0.0634; number 10, O, carries -0.0005; number 11, O, carries 0.0156; number 12, N, carries -0.0816; number 13, C, carries -0.1309; number 14, C, carries 0.0771; number 15, C, carries -0.0148; number 16, C, carries 0.0620; number 17, C, carries -0.2778; number 18, C, carries 0.0614; number 19, C, carries -0.0378; number 20, C, carries 0.0589; number 21, C, carries -0.3521; number 22, C, carries 0.0027; number 23, C, carries 0.0876; number 24, C, carries -0.0435; number 25, C, carries -0.2563; number 26, C, carries 0.0746; number 27, C, carries 0.1181; number 28, C, carries -0.1567; number 29, C, carries 0.0268; number 30, C, carries -0.2026; number 31, H, carries 0.1017; number 32, H, carries 0.1390; number 33, H, carries 0.0894; number 34, H, carries 0.0235; number 35, H, carries 0.1346; number 36, H, carries 0.1445; number 37, H, carries 0.1459; number 38, H, carries -0.0296; number 39, H, carries 0.1457; number 40, H, carries 0.1316; number 41, H, carries 0.1352; number 42, H, carries 0.1200



[3]
Computed, not measured: a 2-piece molecular cluster, C18H12F4N2O2 overall at a distorted geometry, with ωB97M-V with the def2-TZVPD basis set.

Positions of all 38 atoms, in Å:
F  -2.709  -3.400  6.466
F  -3.610  3.644  0.045
F  -4.968  0.298  8.392
F  -5.532  4.938  4.176
O  3.144  -1.959  1.096
O  -1.273  -2.947  1.760
N  -0.588  -0.838  2.389
N  0.910  -2.358  1.410
C  -3.234  -2.127  6.340
C  -3.841  -1.565  7.465
C  1.783  -0.271  2.070
C  -3.110  -1.474  5.124
C  -0.389  -2.103  1.852
C  -3.588  -0.124  4.974
C  -4.565  2.758  3.985
C  -4.886  3.982  3.410
C  -3.571  2.105  1.863
C  -4.373  -0.291  7.289
C  -4.577  4.332  2.100
C  2.044  -1.566  1.491
C  0.471  -0.036  2.454
C  -3.817  1.782  3.244
C  -4.308  0.414  6.094
C  -3.335  0.528  3.733
C  -3.929  3.346  1.357
C  2.893  0.716  2.227
H  -3.894  -2.091  8.413
H  3.068  1.011  3.264
H  -4.825  5.302  1.682
H  2.724  1.648  1.684
H  0.238  0.943  2.880
H  -2.759  -0.069  3.013
H  -4.794  1.388  6.077
H  3.854  0.353  1.872
H  -2.611  -1.965  4.291
H  -3.071  1.384  1.221
H  1.020  -3.285  1.028
H  -4.877  2.610  5.017

Summary:
HOMO in eV: -6.479
Total charge: 0
Frontier orbital gap in eV: 2.15
Spin multiplicity: 1
Energy relative to the best compared isomer or geometry (same formula, charge and spin) in kJ/mol: 323.6

Atomic charges from the Löwdin analysis, expressed in e, are listed below: number 1, F, carries 0.0652; number 2, F, carries 0.0601; number 3, F, carries 0.0517; number 4, F, carries 0.0534; number 5, O, carries 0.0099; number 6, O, carries -0.0257; number 7, N, carries 0.0435; number 8, N, carries 0.1807; number 9, C, carries -0.1889; number 10, C, carries 0.1273; number 11, C, carries -0.2186; number 12, C, carries 0.1170; number 13, C, carries -0.5828; number 14, C, carries -0.1383; number 15, C, carries 0.0801; number 16, C, carries -0.2020; number 17, C, carries 0.1022; number 18, C, carries -0.2017; number 19, C, carries 0.1226; number 20, C, carries -0.4661; number 21, C, carries -0.1665; number 22, C, carries -0.1398; number 23, C, carries 0.0800; number 24, C, carries 0.1644; number 25, C, carries -0.1974; number 26, C, carries -0.0776; number 27, H, carries 0.1499; number 28, H, carries 0.0675; number 29, H, carries 0.1495; number 30, H, carries 0.0673; number 31, H, carries 0.0989; number 32, H, carries 0.1082; number 33, H, carries 0.1031; number 34, H, carries 0.0684; number 35, H, carries 0.1356; number 36, H, carries 0.1470; number 37, H, carries 0.1482; number 38, H, carries 0.1037



no.,E_tot (eV)
1,-107926.6510
2,-70422.5031
3,-36802.9512